The following is a quantum chemistry calculation of one molecule with the formula C3H3NOS2, from the OMol25 dataset.

Geometry as XYZ:
```
10
Properties=species:S:1:pos:R:3
C 0.564 -0.631 -0.150
C 1.006 0.422 0.551
C -1.780 -0.233 -0.605
N -0.662 -0.855 -0.796
O 1.204 2.375 2.151
S -3.299 -0.192 -1.053
S 0.178 1.870 1.255
H 1.331 -1.358 -0.381
H 2.037 0.193 0.596
H -0.579 -1.592 -1.568
```

Output
- energy relative to the best compared isomer or geometry (same formula, charge and spin) (kcal/mol) = 8.96
- orbital gap (spin up / spin down) (eV) = 8.09 / 8.16
- spin multiplicity = 3
- energy (Eh) = -1042.34488

Atom charges from the natural (NBO) analysis, given in e for atoms 1 to 2:
1. C 0.009
2. C -0.510

=====

The following is a quantum chemistry calculation of one molecule with the formula C30H62, from the OMol25 dataset.

Geometry as XYZ:
```
92
Properties=species:S:1:pos:R:3
C 9.465 -10.185 2.918
H 9.867 -10.986 3.534
H 10.222 -9.409 2.829
H 9.266 -10.584 1.925
C 8.183 -9.625 3.532
C 7.154 -10.742 3.690
H 7.574 -11.563 4.268
H 6.859 -11.125 2.716
H 6.266 -10.388 4.207
C 7.648 -8.478 2.666
C 6.492 -7.711 3.305
H 5.621 -8.362 3.402
C 6.106 -6.492 2.468
H 6.945 -5.793 2.438
H 5.922 -6.826 1.443
C 4.858 -5.757 2.974
C 5.116 -5.108 4.332
H 5.914 -4.372 4.253
H 5.404 -5.853 5.068
H 4.222 -4.610 4.698
C 4.424 -4.714 1.936
C 3.065 -4.079 2.224
H 3.114 -3.496 3.145
H 2.329 -4.872 2.366
C 2.630 -3.158 1.085
H 3.449 -2.466 0.874
H 2.462 -3.750 0.182
C 1.368 -2.343 1.395
C 0.150 -3.250 1.548
H 0.285 -3.944 2.373
H -0.744 -2.666 1.749
H -0.010 -3.822 0.637
H 1.530 -1.812 2.341
C 1.142 -1.298 0.294
C 0.136 -0.214 0.674
C 0.013 0.853 -0.412
C -0.954 1.962 0.001
H -1.895 1.499 0.310
H -0.548 2.488 0.869
C -1.253 2.981 -1.105
C 0.006 3.745 -1.507
H 0.429 4.256 -0.644
H 0.756 3.071 -1.912
H -0.218 4.487 -2.269
C -2.352 3.940 -0.627
C -2.962 4.791 -1.739
H -3.362 4.136 -2.516
C -4.082 5.681 -1.202
H -4.794 5.049 -0.664
C -4.843 6.453 -2.288
C -3.915 7.412 -3.033
H -3.398 8.059 -2.327
H -3.172 6.867 -3.610
H -4.480 8.037 -3.719
H -5.233 5.721 -3.004
C -6.031 7.213 -1.665
C -7.351 7.044 -2.421
C -7.338 7.668 -3.814
H -6.554 7.192 -4.406
H -7.097 8.731 -3.732
C -8.666 7.513 -4.567
C -8.476 7.892 -6.035
H -8.156 8.928 -6.120
H -7.723 7.261 -6.503
H -9.408 7.776 -6.585
C -9.771 8.370 -3.954
H -9.977 8.074 -2.929
H -9.483 9.419 -3.959
H -10.691 8.265 -4.525
H -8.971 6.462 -4.517
H -7.581 5.979 -2.506
H -8.141 7.505 -1.826
H -5.790 8.276 -1.601
H -6.187 6.858 -0.644
H -3.664 6.391 -0.485
H -2.189 5.413 -2.189
H -3.152 3.354 -0.166
H -1.941 4.595 0.145
H -1.627 2.438 -1.981
H 1.001 1.273 -0.607
H -0.341 0.389 -1.335
H 0.455 0.259 1.606
H -0.846 -0.657 0.848
H 2.096 -0.814 0.068
H 0.808 -1.802 -0.616
H 4.375 -5.197 0.956
H 5.185 -3.932 1.877
H 4.049 -6.489 3.085
H 6.790 -7.397 4.307
H 7.330 -8.878 1.700
H 8.465 -7.777 2.478
H 8.420 -9.227 4.525
```

Output
- energy relative to the best compared isomer or geometry (same formula, charge and spin) (kcal/mol) = 8.88
- orbital gap (eV) = 10.98
- energy (Eh) = -1180.31376

Atom charges from the natural (NBO) analysis, given in e for atoms 1 to 2:
1. C -0.598
2. H 0.205

=====

The calculation returns the following largest force on an atom values, one per record and in order: 2.8, 0.5 eV/Å.